One molecule with the formula C13H25BN2O4, computed with ωB97M-V with the def2-TZVPD basis set.

Values from the calculation:
strongest force on any atom = 3.34 eV/Å
Kohn-Sham gap = 9.540 eV
SMILES string = CC(C)C[C@H](NC(=O)CNC(=O)C1CCCC1)B(O)O
highest occupied orbital energy = -9.13 eV
total charge = 0
energy relative to the best compared isomer or geometry (same formula, charge and spin) = 36.67 kcal per mole

Atoms and positions in Å:
C1 -1.33 1.11 2.51
C2 -2.72 0.70 2.05
C3 -3.80 1.35 2.90
C4 -2.98 0.91 0.58
C5 -2.06 0.04 -0.30
N1 -0.73 0.65 -0.58
C6 -0.53 1.97 -0.91
O1 -1.45 2.76 -0.92
C7 0.86 2.39 -1.21
N2 1.74 1.22 -1.40
C8 2.20 0.46 -0.36
O2 1.98 0.69 0.81
C9 3.07 -0.83 -0.67
C10 4.05 -1.37 0.39
C11 4.06 -2.92 0.15
C12 2.98 -3.28 -0.91
C13 2.17 -2.05 -1.14
B1 -2.56 -0.07 -1.83
O3 -2.96 -1.31 -2.40
O4 -2.87 1.14 -2.55
H1 -0.45 0.44 2.18
H2 -1.30 1.05 3.56
H3 -1.15 2.10 2.19
H4 -2.84 -0.39 2.29
H5 -4.13 2.28 2.51
H6 -4.73 0.87 2.83
H7 -3.67 1.44 3.99
H8 -4.02 0.68 0.37
H9 -2.94 1.94 0.25
H10 -1.91 -0.97 0.04
H11 0.13 0.12 -0.54
H12 1.27 2.99 -0.41
H13 0.76 2.97 -2.19
H14 1.97 0.87 -2.34
H15 3.63 -0.60 -1.57
H16 3.65 -1.07 1.46
H17 5.01 -0.84 0.38
H18 5.02 -3.40 -0.10
H19 3.73 -3.38 1.07
H20 3.50 -3.51 -1.82
H21 2.33 -4.08 -0.51
H22 1.76 -2.05 -2.14
H23 1.26 -1.97 -0.47
H24 -3.41 -0.98 -3.19
H25 -2.61 1.91 -2.05